Entry 1:
Here is a molecular structure, C32H51As2BrN3SeSiW from the OMol25 dataset. Energies are from ωB97M-V/def2-TZVPD.

Structure (XYZ):
```
92
Properties=species:S:1:pos:R:3:lowdin_charge:R:1
W -1.125 -0.636 2.687 0.951
C -0.818 -0.370 4.901 -0.182
C -0.554 -1.752 4.689 -0.187
C -1.740 -2.375 4.247 -0.154
C -2.752 -1.400 4.161 -0.138
C -2.199 -0.161 4.589 -0.177
H -0.135 0.352 5.316 0.134
H 0.371 -2.263 4.887 0.095
H -1.854 -3.421 4.031 0.094
H -3.769 -1.574 3.850 0.137
H -2.741 0.763 4.700 0.138
C -2.222 -2.872 -0.309 -0.249
As -1.096 -2.861 1.265 1.075
C -1.518 -4.615 1.982 -0.239
C 0.721 -3.148 0.659 -0.427
C 0.976 -4.134 -0.287 -0.084
C 2.282 -4.421 -0.662 -0.030
C 3.338 -3.729 -0.086 -0.035
C 3.087 -2.737 0.852 -0.094
C 1.781 -2.440 1.223 -0.431
As 1.465 -1.055 2.536 1.081
C 2.538 -1.650 4.041 -0.234
C 2.525 0.471 1.999 -0.253
H -1.872 -2.139 -1.028 -0.022
H -3.245 -2.641 -0.013 0.042
H -2.206 -3.866 -0.752 0.050
H -1.397 -5.336 1.175 0.050
H -2.548 -4.660 2.334 0.052
H -0.826 -4.879 2.780 0.051
H 0.164 -4.695 -0.735 0.111
H 2.473 -5.194 -1.394 0.127
H 4.357 -3.961 -0.364 0.128
H 3.922 -2.203 1.290 0.112
H 3.585 -1.546 3.763 0.052
H 2.348 -2.699 4.261 0.051
H 2.354 -1.036 4.922 0.050
H 3.539 0.146 1.777 0.050
H 2.558 1.173 2.832 0.047
H 2.087 0.944 1.128 -0.035
C -2.209 2.541 -2.484 -0.080
C -1.428 1.339 -3.028 -0.613
C -2.283 0.089 -2.787 -0.106
C -1.245 1.510 -4.563 -0.056
Si 0.355 1.230 -2.407 0.942
Br -0.466 0.096 0.184 0.470
C 1.428 -0.203 -2.977 -0.610
C 2.180 0.402 -4.197 -0.053
C 2.449 -0.662 -1.929 -0.082
C 0.651 -1.435 -3.449 -0.074
C 1.184 2.825 -1.809 -0.601
C 0.428 3.502 -0.652 -0.098
C 1.157 3.765 -3.043 -0.058
C 2.648 2.672 -1.376 -0.075
H -3.194 2.553 -2.958 0.105
H -1.740 3.498 -2.701 0.074
H -2.360 2.464 -1.403 0.061
H -3.245 0.238 -3.286 0.106
H -2.481 -0.062 -1.725 0.011
H -1.846 -0.817 -3.196 0.065
H -2.235 1.657 -5.002 0.111
H -0.815 0.624 -5.032 0.076
H -0.644 2.379 -4.835 0.084
H 2.834 1.231 -3.929 0.073
H 1.512 0.729 -4.996 0.085
H 2.815 -0.383 -4.617 0.111
H 3.087 0.138 -1.566 0.068
H 3.097 -1.413 -2.390 0.104
H 1.953 -1.131 -1.078 0.035
H -0.019 -1.226 -4.281 0.077
H 0.078 -1.890 -2.637 0.067
H 1.371 -2.180 -3.798 0.104
H -0.596 3.763 -0.907 0.061
H 0.951 4.430 -0.404 0.104
H 0.414 2.877 0.244 0.030
H 0.151 4.004 -3.384 0.071
H 1.726 3.366 -3.885 0.090
H 1.632 4.707 -2.754 0.109
H 2.752 2.069 -0.475 0.057
H 3.037 3.668 -1.151 0.106
H 3.286 2.250 -2.150 0.077
Se -4.561 0.701 0.977 1.281
N -4.405 2.449 1.038 -0.160
C -3.268 2.755 1.637 -0.348
C -2.716 4.038 1.947 0.075
C -1.514 4.054 2.589 0.006
C -0.820 2.849 2.919 -0.044
N -1.291 1.659 2.645 -0.045
C -2.510 1.630 2.044 -0.564
N -2.991 0.431 1.812 -0.358
H -3.244 4.947 1.686 0.147
H -1.047 4.990 2.862 0.133
H 0.145 2.905 3.408 0.139
```

Summary:
- Maximum force: 0.25 eV Å⁻¹
- HOMO: -16.9 eV
- Energy above the lowest of the compared OMol25 structures with the same formula, charge and spin: 0.0000 eV
- E_tot: -305228.1565 eV
- LUMO level: -9.82 eV
- Total charge: +3
- M: 998.42 g/mol
- 2S+1: 1

Entry 2:
Here is a molecular structure, C4H17NO5S at a distorted geometry from the OMol25 dataset. Energies are from ωB97M-V/def2-TZVPD.

Structure (XYZ):
```
28
Properties=species:S:1:pos:R:3:nbo_charge:R:1
C 2.761 0.419 -0.887 -0.625
C 1.436 1.193 -0.424 -0.054
C 1.808 2.155 0.739 -0.611
S 3.357 2.981 0.654 0.058
N 0.588 0.209 0.303 -0.676
C -0.520 -0.198 -0.624 0.089
O -1.109 -1.352 -0.148 -0.898
H 3.444 0.434 -0.021 0.194
H 3.104 0.968 -1.768 0.214
H 2.481 -0.611 -0.984 0.217
H 0.980 1.594 -1.308 0.207
H 1.106 3.042 0.512 0.261
H 1.548 1.819 1.742 0.237
H 0.982 -0.687 0.571 0.371
H -1.427 0.447 -0.649 0.131
H -0.325 -0.229 -1.721 0.133
H -1.434 -2.203 -2.732 0.507
H -2.715 -1.782 -3.757 0.444
O -1.759 -1.804 -3.669 -1.054
H -1.704 0.988 3.471 0.494
H -0.366 1.573 3.590 0.451
O -1.250 1.752 3.935 -0.981
H -1.026 -2.344 -0.865 0.495
H -2.228 -3.303 -1.438 0.439
O -1.288 -3.255 -1.647 -1.071
H -2.520 -0.584 1.715 0.515
H -1.588 -0.923 2.758 0.481
O -2.335 -0.301 2.650 -0.967
```

Summary:
- Maximum force: 5.25 eV Å⁻¹
- Expectation value of S²: 0.75
- HOMO (spin up / spin down): -5.1 / -5.1 eV
- Energy above the lowest of the compared OMol25 structures with the same formula, charge and spin: 1.9128 eV
- E_tot: -26985.1743 eV
- LUMO level (spin up / spin down): 2.79 / 0.65 eV
- Total charge: -1
- M: 191.25 g/mol
- 2S+1: 2